Below is a structure of composition C33H66AsF6O33Rb, with properties calculated with ωB97M-V with the def2-TZVPD basis set.

energy above the lowest of the compared OMol25 structures with the same formula, charge and spin	218.2	kcal/mol
net charge	0

The geometry in XYZ format:
```
140
Properties=species:S:1:pos:R:3:lowdin_charge:R:1
Rb -0.181 4.164 -45.619 0.95
As -0.018 3.832 -39.676 0.95
F -0.198 2.169 -40.386 -0.32
F -0.868 4.630 -41.085 -0.34
F 0.287 5.506 -38.982 -0.32
F 1.529 3.953 -40.549 -0.31
F 0.702 3.133 -38.162 -0.31
F -1.638 3.697 -38.848 -0.31
O -4.873 6.815 -30.885 -0.02
O -6.339 0.045 -38.142 0.02
O 6.899 -1.034 -32.481 0.13
O 10.000 4.225 -36.288 0.09
O 8.242 -1.965 -34.039 0.00
O -7.425 11.767 -40.601 0.09
O 0.152 11.714 -36.174 -0.04
O 1.896 0.012 -28.485 0.00
O 0.010 -4.390 -45.929 -0.06
O 1.098 12.035 -34.045 0.10
O -6.620 9.704 -41.366 -0.01
O 0.005 1.224 -28.059 0.10
O 9.369 1.928 -44.955 0.09
O 6.418 -1.074 -34.666 -0.01
O -7.388 -0.115 -39.889 -0.03
O -8.782 10.152 -41.485 -0.01
O 11.315 2.656 -44.068 0.01
O 0.899 1.108 -30.120 0.00
O 1.772 -4.147 -47.477 0.07
O 0.918 -7.277 -37.422 -0.01
O 2.330 11.337 -45.873 0.01
O 8.467 3.039 -37.428 0.01
O 0.792 -6.208 -47.061 -0.01
O 10.350 2.004 -37.046 -0.03
O -4.561 7.467 -32.974 0.01
O -6.702 7.581 -32.113 0.06
O 9.412 3.206 -42.999 -0.07
O 1.412 9.330 -45.318 0.10
O -0.614 -6.997 -39.142 0.05
O 0.122 -5.264 -37.796 0.00
O -7.086 -2.046 -38.712 0.11
O 2.680 10.651 -43.919 0.01
O 0.554 9.921 -34.936 -0.04
C -9.886 11.073 -41.337 -0.04
C 7.482 4.032 -37.080 -0.03
C 5.113 -0.443 -34.446 0.00
C 9.658 3.192 -36.871 -0.54
C 11.504 1.681 -36.280 -0.06
C -4.783 8.012 -34.281 -0.03
C -0.107 -2.997 -45.624 -0.04
C 0.035 -6.561 -38.137 -0.52
C 1.998 -0.566 -27.149 -0.03
C 0.937 -4.853 -46.848 -0.46
C -0.192 1.590 -30.798 -0.06
C -5.456 7.377 -32.008 -0.52
C 12.045 3.026 -42.853 -0.01
C 0.693 11.287 -34.937 -0.46
C -7.575 10.679 -41.191 -0.51
C -5.329 10.033 -41.059 -0.10
C 10.004 2.603 -44.130 -0.53
C 1.208 -8.614 -37.764 -0.05
C 2.042 10.345 -45.061 -0.60
C 2.168 11.125 -47.244 -0.06
C -8.351 -0.712 -40.826 0.00
C -6.916 -0.847 -38.877 -0.64
C -5.774 -0.292 -36.885 -0.02
C -5.666 6.922 -29.666 -0.05
C 2.606 9.698 -42.832 -0.03
C -0.198 13.049 -36.376 -0.10
C 0.848 0.791 -28.837 -0.57
C 7.168 -1.350 -33.610 -0.65
C 0.927 9.037 -33.890 -0.03
C -0.153 -6.975 -46.286 -0.05
C 9.100 -2.584 -33.128 -0.05
C -0.653 -4.275 -38.573 -0.02
C 7.985 3.502 -42.947 -0.03
H -5.120 6.495 -28.825 0.09
H 0.040 -7.070 -45.218 0.10
H 13.052 2.678 -43.081 0.09
H -0.623 -3.238 -38.238 0.09
H 1.965 8.769 -34.087 0.10
H -0.396 -4.316 -39.631 0.09
H 0.664 13.706 -36.263 0.09
H 2.105 -8.888 -37.208 0.10
H 7.440 4.903 -37.733 0.10
H 5.314 0.618 -34.294 0.09
H 9.372 -1.844 -32.375 0.10
H 4.731 -0.603 -35.454 0.09
H -1.146 -6.596 -46.523 0.09
H 9.961 -2.861 -33.735 0.10
H -3.951 8.097 -34.980 0.09
H -6.502 -0.741 -36.208 0.10
H -0.184 2.657 -30.579 0.10
H -0.377 13.288 -37.424 0.09
H -1.095 13.403 -35.868 0.10
H 2.754 10.285 -47.617 0.10
H 1.010 -0.868 -26.801 0.09
H 0.327 8.131 -33.972 0.09
H -4.691 9.149 -41.045 0.10
H 0.405 -9.316 -37.540 0.10
H -7.838 -1.553 -41.293 0.09
H 8.674 -3.472 -32.660 0.10
H 2.338 0.041 -26.310 0.09
H 1.117 11.005 -47.509 0.09
H 7.423 3.117 -43.798 0.08
H 2.398 12.054 -47.767 0.10
H -5.286 10.504 -40.077 0.10
H 3.032 10.088 -41.908 0.09
H -9.913 11.424 -40.305 0.10
H 4.467 -0.814 -33.651 0.10
H 3.206 8.795 -42.944 0.10
H -6.609 6.380 -29.733 0.09
H 1.589 9.535 -42.476 0.10
H 6.492 3.589 -36.966 0.09
H -0.230 -8.004 -46.638 0.09
H -5.042 -1.073 -37.089 0.10
H -0.918 -2.851 -44.911 0.10
H -5.915 7.939 -29.363 0.09
H -5.153 9.037 -34.294 0.09
H 11.778 0.626 -36.246 0.09
H 0.819 -2.619 -45.191 0.09
H 7.557 3.073 -42.042 0.09
H -0.158 1.476 -31.882 0.10
H 7.612 4.369 -36.052 0.09
H 12.141 4.101 -42.703 0.09
H -4.907 10.781 -41.731 0.10
H 12.236 2.331 -36.759 0.09
H 1.428 -8.714 -38.827 0.10
H 11.528 2.054 -35.257 0.09
H -1.077 1.204 -30.291 0.10
H -9.880 11.941 -41.996 0.09
H 11.694 2.541 -41.942 0.10
H 0.675 9.494 -32.933 0.10
H -5.323 0.554 -36.367 0.10
H 7.849 4.583 -42.974 0.09
H -10.788 10.558 -41.668 0.09
H -1.736 -4.398 -38.606 0.09
H -0.186 -2.400 -46.533 0.09
H 2.570 -1.493 -27.108 0.09
H -8.659 -0.033 -41.621 0.08
H -9.211 -0.900 -40.181 0.10
H -5.497 7.395 -34.827 0.10
```

Below is a structure of composition C33H66Br6O23S5, with properties calculated with ωB97M-V with the def2-TZVPD basis set.

energy above the lowest of the compared OMol25 structures with the same formula, charge and spin	52.3	kcal/mol
net charge	0

The geometry in XYZ format:
```
133
Properties=species:S:1:pos:R:3:lowdin_charge:R:1
Br -20.924 -5.758 -3.454 0.63
Br -22.453 -2.987 -2.724 0.56
Br -28.253 -13.807 -2.759 0.55
Br -25.104 -13.064 -2.016 0.66
Br -26.938 -11.114 -3.961 0.62
Br -19.399 -3.781 -1.552 0.59
S -18.526 -9.667 -2.308 0.66
S -23.320 -4.931 4.768 0.66
S -22.121 -10.893 1.453 0.67
S -27.474 -9.498 1.375 0.67
S -24.098 -8.900 -2.440 0.65
O -17.605 -8.305 -2.115 -0.28
O -28.458 -9.639 2.735 -0.24
O -22.693 -13.601 -6.987 0.04
O -21.127 -12.271 -6.075 0.13
O -22.227 -9.783 2.656 -0.29
O -18.742 -5.833 2.529 0.03
O -18.330 -10.482 -1.127 -0.29
O -23.573 -7.654 -1.500 -0.26
O -24.763 -9.873 -1.569 -0.37
O -22.110 -4.017 5.369 -0.25
O -27.773 -10.570 0.463 -0.29
O -23.067 -9.291 -3.408 -0.29
O -21.759 -8.730 -6.912 0.04
O -26.180 -9.276 1.942 -0.28
O -20.245 -5.817 0.800 0.05
O -18.363 -10.263 -3.624 -0.28
O -24.247 -5.312 5.798 -0.28
O -21.567 -10.194 0.273 -0.28
O -25.389 -3.620 -0.713 0.03
O -26.949 -5.189 -1.024 0.10
O -22.391 -9.115 -8.983 0.09
O -22.698 -5.918 3.874 -0.30
O -21.569 -12.128 1.937 -0.27
C -20.242 -7.620 2.404 -0.09
C -19.067 -8.002 3.300 -0.12
C -25.383 -8.005 -3.398 -0.12
C -20.745 -8.989 -5.983 -0.17
C -26.449 -2.221 0.882 -0.14
C -25.162 -2.496 0.098 -0.17
C -23.893 -11.169 1.250 -0.12
C -20.159 -8.844 -2.359 -0.16
C -17.330 -7.864 -0.765 -0.27
C -28.172 -7.959 0.584 -0.07
C -23.555 -7.106 0.896 -0.03
C -23.041 -12.946 -4.736 -0.10
C -23.753 -14.376 -6.536 -0.18
C -26.559 -4.191 -0.479 -0.50
C -30.725 -8.813 2.913 -0.07
C -24.154 -3.705 3.657 -0.10
C -19.604 -9.632 -6.799 -0.14
C -22.846 -9.057 4.837 -0.05
C -18.361 -6.666 3.596 -0.15
C -24.271 -13.646 -5.291 -0.20
C -22.567 -10.241 3.929 -0.30
C -21.212 -4.375 -2.061 -1.47
C -29.823 -9.957 2.506 -0.31
C -24.369 -7.218 -0.385 -0.25
C -26.929 -12.377 -2.429 -1.43
C -21.415 -2.980 7.473 -0.05
C -19.734 -6.332 1.775 -0.46
C -22.174 -12.843 -5.976 -0.43
C -27.345 -3.430 0.586 -0.06
C -21.589 -9.304 -8.091 -0.49
C -22.443 -3.010 6.295 -0.29
C -16.563 -6.587 -0.862 -0.07
C -20.259 -10.046 -8.127 -0.06
H -20.849 -9.680 -2.474 0.05
H -24.495 -2.864 4.257 0.07
H -27.730 -8.062 -0.408 0.05
H -27.306 -4.167 1.391 0.12
H -25.510 -8.575 -4.318 0.03
H -30.524 -8.619 3.967 0.08
H -19.710 -9.785 -9.030 0.12
H -21.694 -4.857 -1.216 -0.04
H -28.373 -3.168 0.353 0.13
H -23.186 -9.330 5.835 0.09
H -19.234 -10.509 -6.272 0.09
H -27.182 -11.804 -1.542 -0.06
H -22.401 -2.046 5.785 0.12
H -25.202 -7.839 -0.050 0.09
H -30.573 -7.880 2.367 0.06
H -24.546 -14.550 -7.263 0.13
H -20.427 -8.395 -1.404 0.06
H -24.444 -11.485 2.134 0.07
H -30.050 -10.290 1.488 0.11
H -19.462 -8.468 4.203 0.11
H -26.354 -8.038 -2.907 0.05
H -24.872 -14.192 -4.567 0.07
H -24.986 -12.891 -5.626 0.09
H -20.356 -8.099 -5.489 0.10
H -31.795 -8.943 2.749 0.08
H -20.417 -8.369 1.633 0.10
H -23.691 -8.525 4.398 0.08
H -20.158 -8.191 -3.231 -0.04
H -25.035 -4.191 3.241 0.06
H -27.019 -1.331 0.626 0.12
H -18.706 -6.206 4.524 0.12
H -23.936 -6.285 1.508 0.07
H -30.090 -10.905 2.978 0.12
H -16.171 -6.250 0.098 0.08
H -17.278 -6.765 3.651 0.12
H -22.507 -6.903 0.669 0.07
H -27.760 -7.077 1.067 0.06
H -23.406 -3.535 2.886 0.07
H -29.240 -8.101 0.438 0.06
H -24.308 -10.326 0.708 0.03
H -23.494 -10.820 3.919 0.11
H -21.936 -8.458 4.843 0.06
H -16.856 -8.653 -0.182 0.12
H -24.803 -6.272 -0.704 0.09
H -21.186 -7.457 2.923 0.09
H -25.004 -7.013 -3.633 0.07
H -20.438 -3.152 7.014 0.07
H -23.995 -12.086 0.667 0.04
H -22.480 -13.502 -3.984 0.13
H -21.333 -2.050 8.034 0.07
H -15.723 -6.641 -1.557 0.08
H -20.522 -11.101 -8.205 0.11
H -26.212 -2.235 1.947 0.09
H -23.444 -3.024 6.732 0.11
H -23.393 -15.371 -6.262 0.13
H -24.277 -2.497 0.730 0.12
H -21.775 -10.892 4.304 0.12
H -18.322 -7.655 -0.356 0.10
H -23.653 -7.959 1.566 0.06
H -21.106 -9.726 -5.266 0.10
H -23.250 -11.945 -4.362 0.10
H -17.201 -5.791 -1.244 0.03
H -21.417 -3.769 8.227 0.07
H -18.414 -8.719 2.804 0.12
H -25.167 -1.638 -0.577 0.13
H -18.753 -8.967 -6.942 0.11
```

Below is a structure of composition C33H66F7Hf2O13P, with properties calculated with ωB97M-V with the def2-TZVPD basis set.

net charge	+2

The geometry in XYZ format:
```
122
Properties=species:S:1:pos:R:3:lowdin_charge:R:1
Hf -4.738 2.056 1.905 2.37
Hf -0.663 0.168 0.323 2.09
P -4.140 -0.656 -0.628 0.48
F -4.471 3.072 -0.215 -0.45
F 1.105 1.731 0.345 -0.51
F -4.687 -0.252 -2.076 -0.07
F -1.654 -1.180 1.934 -0.50
F 0.139 -0.201 -1.825 -0.47
F -4.564 -2.202 -0.479 -0.08
F -2.460 1.530 1.285 -0.47
O 1.367 -1.022 0.898 -0.09
O -2.608 -0.509 -0.725 -0.38
O 2.765 6.112 1.827 0.03
O -4.743 0.252 0.443 -0.40
O 0.049 0.788 2.711 -0.05
O -4.184 0.034 3.136 -0.12
O 2.823 -3.504 -3.331 0.07
O -2.770 -3.027 -3.945 0.06
O -0.650 -2.456 -0.475 -0.07
O -2.924 4.505 2.047 -0.08
O 5.409 3.076 -1.310 0.05
O -1.544 1.949 -1.261 -0.11
O 1.263 -2.915 3.839 0.07
C 3.474 -1.126 1.951 0.00
C -4.126 -2.354 3.413 0.03
C 3.657 3.910 1.505 -0.01
C 0.400 -3.734 3.837 -0.54
C -2.335 -4.161 -0.808 0.00
C 0.202 -0.127 4.906 0.00
C -2.083 6.087 0.413 0.02
C 2.337 -2.444 -3.691 -0.51
C 3.025 5.178 1.045 -0.47
C 0.160 -4.408 -1.558 0.01
C -2.196 -0.841 -4.717 -0.03
C 0.046 -4.446 2.544 0.01
C -1.925 4.963 1.434 -0.40
C -2.559 2.150 -3.401 0.01
C -0.559 4.401 1.726 0.01
C 3.652 2.163 -2.570 -0.02
C -4.178 -0.921 3.915 -0.38
C -1.844 -2.935 -6.198 -0.01
C 2.726 5.323 -0.427 -0.01
C 2.953 -1.139 -3.393 -0.04
C 1.794 1.666 4.029 0.01
C 2.533 -1.445 0.861 -0.37
C 1.147 -2.388 -4.600 -0.03
C 0.561 0.796 3.794 -0.47
C 3.023 -2.451 -0.238 0.03
C -1.456 2.374 -2.428 -0.42
C 4.745 2.078 -1.574 -0.47
C -4.412 -0.738 5.386 0.03
C -0.934 -3.594 -0.890 -0.41
C -0.342 -4.045 5.037 -0.01
C 4.834 0.799 -0.763 0.00
C -0.207 3.034 -2.887 0.01
C -2.319 -2.343 -4.834 -0.46
H -2.320 -5.207 -0.503 0.09
H 0.051 5.164 2.211 0.11
H -5.011 -2.926 3.694 0.11
H -1.289 -0.513 -4.211 0.07
H 2.155 -2.780 -0.808 0.05
H -1.170 -4.707 4.784 0.09
H -2.346 -0.361 -5.685 0.09
H 2.458 1.270 4.798 0.10
H -0.840 -2.579 -6.431 0.06
H 3.384 -1.818 2.789 0.10
H 3.875 1.534 -3.431 0.08
H -0.412 3.604 -3.793 0.10
H 2.829 3.211 1.624 0.06
H 3.798 -2.034 -0.882 0.07
H 0.771 -3.398 -4.763 0.09
H 3.489 -3.317 0.233 0.10
H 0.367 -1.807 -4.110 0.06
H 1.861 4.750 -0.760 0.06
H 1.429 -1.949 -5.557 0.10
H 3.577 3.175 -2.969 0.09
H 1.055 -4.561 -0.955 0.08
H -3.059 -0.510 -4.140 0.06
H 4.399 3.700 0.734 0.07
H 0.866 -4.308 1.840 0.08
H 2.283 1.838 3.070 0.05
H -0.190 -5.388 -1.882 0.09
H 3.937 0.186 -0.854 0.04
H -2.887 -3.574 -0.073 0.05
H -3.500 -0.821 5.978 0.11
H 1.028 -0.822 5.058 0.09
H 3.110 -0.583 -4.317 0.09
H 3.604 5.148 -1.049 0.08
H -2.863 -4.017 -1.751 0.07
H -2.409 -2.469 -7.005 0.08
H -4.710 0.302 5.522 0.08
H 3.340 -0.102 2.298 0.08
H 5.650 0.234 -1.214 0.10
H 0.377 -4.568 5.668 0.11
H 0.569 2.293 -3.082 0.09
H 4.124 4.117 2.468 0.10
H -4.082 -2.361 2.324 0.07
H 0.215 3.654 -2.097 0.08
H 2.457 6.368 -0.579 0.08
H 4.998 0.972 0.301 0.08
H -0.740 -3.119 5.451 0.08
H 0.004 -5.524 2.695 0.09
H 1.388 2.599 4.419 0.10
H -3.183 -2.812 3.708 0.10
H -0.580 -0.725 4.438 0.06
H -1.924 -4.022 -6.194 0.09
H -2.885 3.116 -3.785 0.11
H 4.505 -1.209 1.609 0.09
H -5.167 -1.421 5.774 0.11
H 0.413 -3.870 -2.471 0.07
H 2.733 1.938 -2.028 0.07
H 2.355 -0.567 -2.684 0.07
H -0.837 -3.952 2.137 0.08
H -2.999 6.625 0.660 0.09
H -1.272 6.814 0.359 0.10
H -0.128 4.083 0.777 0.08
H 3.971 -1.368 -3.078 0.09
H -2.160 1.608 -4.259 0.08
H -0.666 3.575 2.430 0.07
H -2.153 5.638 -0.578 0.09
H -0.152 0.298 5.845 0.10
H -3.406 1.620 -2.964 0.07
```

The records above give, respectively, max |F| values of 5.03, 3.28, 12.50 eV/A.
The records above give, respectively, total energy values of -6638.89077, -20462.42193, -3411.27374 Ha.
The records above give, respectively, HOMO level values of -10.34, -9.14, -12.66 eV.